Entry 1:
The following is a quantum chemistry calculation of a molecular structure, C27H23F8IrN4O4PS in a non-equilibrium geometry, from OMol25.

## Properties
multiplicity	2
HOMO-LUMO gap (alpha / beta)	4.0 / 3.8	eV
energy above the lowest of the compared OMol25 structures with the same formula, charge and spin	0.414	eV
LUMO (alpha / beta)	-3.302 / -3.315	eV
HOMO (alpha / beta)	-7.268 / -7.163	eV

Element x y z (Å)
Ir 0.401 0.794 0.005
F 1.003 -0.045 2.236
P 0.390 -1.302 3.124
F -0.692 -1.558 1.921
F 1.418 -2.289 2.316
F 1.502 -1.035 4.238
F -0.196 -2.562 3.913
F -0.633 -0.303 3.832
F 0.304 -2.380 -4.247
C 0.402 -1.065 -3.962
C 1.588 -0.516 -3.697
N 1.743 0.811 -3.405
C 3.036 1.282 -2.942
C 3.255 1.111 -1.432
O 4.201 1.755 -0.958
O 2.472 0.350 -0.799
C 0.649 1.666 -3.362
O 0.739 2.839 -3.097
N -0.562 1.060 -3.671
C -0.822 -0.273 -3.973
O -1.929 -0.685 -4.226
H 2.499 -1.100 -3.717
H 3.172 2.324 -3.214
H 3.804 0.695 -3.449
H -1.368 1.669 -3.623
C 0.758 2.829 3.664
N 2.040 2.487 3.065
C 3.123 1.986 3.749
C 4.062 1.668 2.827
N 3.536 1.976 1.599
C 2.300 2.453 1.745
S 1.193 2.890 0.474
H 0.935 3.162 4.684
H 0.105 1.961 3.662
H 0.300 3.630 3.093
H 3.120 1.889 4.820
H 5.046 1.252 2.940
H 3.968 1.795 0.659
C -4.618 3.829 1.047
C -3.279 4.125 1.379
C -2.285 3.237 1.081
C -2.567 2.005 0.441
C -1.553 1.063 0.117
C -1.943 -0.118 -0.467
C -3.273 -0.440 -0.796
C -4.249 0.468 -0.504
C -3.917 1.701 0.119
C -4.925 2.648 0.435
H -5.401 4.539 1.281
H -3.040 5.060 1.870
H -1.256 3.461 1.332
H -1.166 -0.874 -0.705
H -3.512 -1.380 -1.277
H -5.285 0.267 -0.747
H -5.952 2.413 0.180
F -0.978 -7.465 -0.664
C -0.524 -6.219 -0.669
C -0.560 -5.504 0.528
C -0.091 -4.220 0.516
C 0.418 -3.655 -0.702
C 0.883 -2.372 -0.699
C 0.426 -4.438 -1.903
C -0.041 -5.716 -1.888
H -0.952 -5.970 1.421
H -0.094 -3.613 1.408
H 1.288 -1.885 -1.573
H 0.847 -1.826 0.239
H 0.794 -3.996 -2.820
H -0.058 -6.343 -2.768

The net atomic charges from Mulliken, expressed in e, are:
1. Ir 1.063
2. F -0.561
3. P 1.375
4. F -0.270
5. F -0.386
6. F -0.389
7. F -0.371
8. F -0.433
9. F -0.461
10. C 0.578
11. C -0.153
12. N 0.265
13. C -1.256
14. C 0.644
15. O -0.879
16. O -0.729
17. C 0.225
18. O -0.583
19. N 0.077
20. C 0.363
21. O -0.636
22. H 0.250
23. H 0.404
24. H 0.423
25. H 0.250
26. C -0.813
27. N 0.268
28. C -0.352
29. C -0.790
30. N 0.223
31. C -0.048
32. S -0.434
33. H 0.324
34. H 0.241
35. H 0.341
36. H 0.447
37. H 0.448
38. H 0.404
39. C -0.516
40. C -0.827
41. C -0.008
42. C 1.058
43. C 0.784
44. C 0.235
45. C -1.079
46. C -1.125
47. C 1.169
48. C -0.929
49. H 0.392
50. H 0.426
51. H -0.007
52. H -0.632
53. H 0.471
54. H 0.342
55. H 0.376
56. F -0.277
57. C 0.451
58. C -0.773
59. C -0.111
60. C 0.769
61. C 0.141
62. C -0.426
63. C -0.784
64. H 0.512
65. H 0.446
66. H 0.205
67. H -0.245
68. H 0.404
69. H 0.489



Entry 2:
The following is a quantum chemistry calculation of a molecular structure, C27H23N4O2V in a non-equilibrium geometry, from OMol25.

## Properties
total charge	-1
multiplicity	4
HOMO-LUMO gap (alpha / beta)	4.3 / 6.8	eV
energy above the lowest of the compared OMol25 structures with the same formula, charge and spin	1.434	eV
LUMO (alpha / beta)	2.620 / 2.618	eV
HOMO (alpha / beta)	-1.704 / -4.188	eV

Element x y z (Å)
V 0.095 0.876 -0.612
N -2.145 4.427 -1.288
C -1.564 3.231 -1.350
O -0.615 2.983 -0.581
C -1.990 2.205 -2.342
C -0.758 1.303 -2.547
H -1.944 5.003 -0.485
H -3.039 4.529 -1.725
H -2.412 2.706 -3.207
H -2.794 1.636 -1.869
H -0.017 1.876 -3.120
H -1.009 0.445 -3.144
C -3.776 -0.532 0.986
C -3.838 -1.782 0.370
C -2.791 -2.210 -0.444
C -1.672 -1.399 -0.641
C -1.577 -0.107 -0.050
C -2.652 0.285 0.776
C -0.503 -1.785 -1.466
C -0.343 -2.935 -2.194
C 0.804 -3.159 -2.960
C 1.857 -2.162 -2.986
C 3.036 -2.295 -3.734
C 4.027 -1.320 -3.727
C 3.851 -0.175 -2.954
C 2.696 -0.025 -2.198
C 1.677 -0.995 -2.202
N 0.494 -0.803 -1.465
H -4.586 -0.205 1.636
H -4.698 -2.426 0.525
H -2.848 -3.193 -0.916
H -2.613 1.252 1.282
H -1.133 -3.679 -2.165
H 0.920 -4.072 -3.538
H 3.163 -3.196 -4.331
H 4.931 -1.451 -4.314
H 4.621 0.587 -2.924
H 2.613 0.846 -1.569
O 1.506 -0.034 0.773
C 1.699 -0.465 1.972
C 2.503 -1.628 2.165
C 2.770 -2.147 3.414
C 2.218 -1.566 4.573
C 1.403 -0.464 4.402
C 1.116 0.093 3.141
C 0.188 1.246 3.059
N -0.291 1.922 2.010
C -1.157 2.895 2.552
C -1.205 2.805 3.899
N -0.339 1.770 4.201
H 2.906 -2.081 1.264
H 3.399 -3.028 3.501
H 2.417 -1.966 5.559
H 0.964 -0.026 5.297
H -1.681 3.593 1.921
H -1.744 3.366 4.656
H -0.138 1.436 5.112

The net atomic charges from Mulliken, expressed in e, are:
1. V -0.001
2. N -0.465
3. C 0.622
4. O -0.681
5. C -0.636
6. C -1.181
7. H 0.270
8. H 0.220
9. H 0.433
10. H 0.340
11. H 0.413
12. H 0.392
13. C -0.795
14. C -0.721
15. C -0.547
16. C 0.798
17. C 0.422
18. C 0.208
19. C -0.181
20. C -0.423
21. C -1.530
22. C 1.140
23. C -0.663
24. C -0.525
25. C -0.990
26. C -0.392
27. C -0.016
28. N 0.938
29. H 0.420
30. H 0.352
31. H 0.327
32. H 0.104
33. H 0.388
34. H 0.304
35. H 0.344
36. H 0.345
37. H 0.397
38. H 0.438
39. O -0.268
40. C -0.045
41. C -0.617
42. C -0.436
43. C -0.910
44. C -0.609
45. C 0.757
46. C 0.300
47. N 0.146
48. C -0.610
49. C -0.758
50. N -0.030
51. H 0.470
52. H 0.372
53. H 0.365
54. H 0.185
55. H 0.275
56. H 0.425
57. H 0.116



Entry 3:
The following is a quantum chemistry calculation of 2 unconnected molecules or ions with the total composition C27H24BF3O2S in a non-equilibrium geometry, from OMol25.

## Properties
HOMO-LUMO gap	7.3	eV
SMILES string	Cc1ccc(-c2ccc(C(F)(F)F)cc2)s1.CC(C)(B1Oc2ccccc2O1)c1ccccc1
energy above the lowest of the compared OMol25 structures with the same formula, charge and spin	1.520	eV
LUMO	-0.253	eV
HOMO	-7.595	eV

Element x y z (Å)
C -0.628 -2.201 2.471
C -0.399 -0.739 1.948
C -0.535 0.271 3.115
C 1.158 -0.754 1.745
C 1.994 0.216 2.359
C 3.300 -0.037 2.793
C 3.906 -1.258 2.509
C 3.174 -2.204 1.791
C 1.857 -1.935 1.395
H -0.490 -2.936 1.682
H 0.042 -2.426 3.310
H -1.657 -2.404 2.784
H -0.328 1.293 2.820
H -1.543 0.352 3.536
H 0.144 0.018 3.938
H 1.632 1.241 2.511
H 3.858 0.735 3.339
H 4.941 -1.455 2.814
H 3.647 -3.155 1.516
H 1.355 -2.674 0.760
C -2.091 0.698 -5.504
C -1.275 1.055 -4.323
C -1.175 2.269 -3.664
C -0.253 2.281 -2.563
C 0.390 1.054 -2.329
B -1.971 -0.628 1.358
C 1.268 0.607 -1.316
C 1.956 -0.649 -1.379
C 3.293 -0.694 -1.059
C 3.910 0.492 -0.629
C 5.405 0.693 -0.698
F 5.825 1.851 -1.323
F 5.903 0.732 0.591
F 6.054 -0.326 -1.358
C 3.132 1.529 -0.103
C 1.790 1.577 -0.420
O -2.558 0.641 1.245
C -3.691 0.499 0.479
C -3.751 -0.852 0.017
C -4.992 -1.391 -0.354
C -6.103 -0.798 0.281
C -6.028 0.515 0.756
C -4.851 1.263 0.601
O -2.661 -1.521 0.536
S -0.319 -0.101 -3.474
H -2.227 1.521 -6.222
H -1.600 -0.127 -6.043
H -3.091 0.347 -5.212
H -1.757 3.127 -3.978
H -0.090 3.173 -1.956
H 1.432 -1.578 -1.695
H 3.850 -1.632 -1.123
H 3.571 2.315 0.500
H 1.157 2.401 -0.059
H -5.113 -2.263 -1.009
H -7.039 -1.351 0.372
H -6.902 0.971 1.221
H -4.831 2.355 0.701

The net atomic charges from Mulliken, expressed in e, are:
1. C -2.088
2. C 1.283
3. C -2.015
4. C 1.475
5. C -0.351
6. C -1.001
7. C -0.345
8. C -1.105
9. C -0.500
10. H 0.376
11. H 0.430
12. H 0.539
13. H 0.342
14. H 0.501
15. H 0.474
16. H 0.291
17. H 0.399
18. H 0.417
19. H 0.410
20. H 0.286
21. C -1.212
22. C 0.604
23. C -0.673
24. C -0.577
25. C 0.162
26. B 0.942
27. C 1.162
28. C -0.561
29. C -0.504
30. C -0.123
31. C 0.641
32. F -0.275
33. F -0.243
34. F -0.297
35. C -0.743
36. C -0.590
37. O -0.421
38. C 0.590
39. C 0.644
40. C -0.914
41. C -0.414
42. C -0.367
43. C -0.938
44. O -0.477
45. S -0.263
46. H 0.354
47. H 0.345
48. H 0.256
49. H 0.397
50. H 0.363
51. H 0.400
52. H 0.425
53. H 0.540
54. H 0.388
55. H 0.389
56. H 0.391
57. H 0.381
58. H 0.400



Entry 4:
The following is a quantum chemistry calculation of a molecular structure, C27H24BiN8Se4, from OMol25.

## Properties
total charge	+1
HOMO-LUMO gap	7.4	eV
LUMO	-2.500	eV
HOMO	-9.880	eV

Element x y z (Å)
Bi 0.387 0.076 -0.146
C -3.259 -0.488 0.456
N -2.029 -0.863 1.152
C -1.833 -0.307 2.488
C -1.272 1.081 2.448
N -0.286 1.492 1.682
C -0.083 2.840 1.988
C 0.806 3.784 1.477
C 0.753 5.058 2.004
C -0.151 5.408 3.017
C -1.039 4.486 3.531
C -0.985 3.207 2.993
N -1.723 2.065 3.253
C -3.043 0.541 -0.623
N -1.952 1.235 -0.793
C -2.165 2.021 -1.922
C -1.324 2.937 -2.550
C -1.811 3.572 -3.675
C -3.099 3.313 -4.166
C -3.943 2.408 -3.552
C -3.447 1.767 -2.424
N -3.983 0.816 -1.568
H -4.010 -0.111 1.161
H -3.690 -1.375 -0.013
H -1.937 -1.868 1.185
H -1.114 -0.940 3.013
H -2.761 -0.297 3.071
H 1.511 3.530 0.701
H 1.431 5.813 1.626
H -0.152 6.418 3.402
H -1.736 4.746 4.317
H -2.448 1.977 3.945
H -0.329 3.132 -2.166
H -1.190 4.292 -4.190
H -3.441 3.840 -5.047
H -4.935 2.205 -3.935
H -4.908 0.427 -1.627
Se 1.624 -1.544 1.622
Se 3.896 -1.026 1.148
Se 3.797 1.249 1.130
Se 2.548 1.507 -0.874
C -1.057 -2.371 -4.171
C -0.719 -1.454 -3.199
N -0.359 -1.823 -1.964
C -0.292 -3.119 -1.674
C -0.581 -4.123 -2.599
C -0.992 -3.721 -3.863
C -0.494 -5.556 -2.250
C 0.538 -6.221 -1.728
C 1.896 -5.740 -1.424
C 2.740 -6.531 -0.654
C 4.005 -6.036 -0.386
N 4.417 -4.862 -0.849
C 3.548 -4.193 -1.602
N 2.316 -4.568 -1.913
H -1.362 -2.036 -5.153
H -0.739 -0.385 -3.393
H 0.008 -3.375 -0.662
H -1.241 -4.465 -4.610
H -1.393 -6.128 -2.458
H 0.391 -7.274 -1.516
H 2.425 -7.497 -0.284
H 4.713 -6.591 0.219
H 3.886 -3.246 -2.009

The net atomic charges from Mulliken, expressed in e, are:
1. Bi 1.606
2. C -1.055
3. N -0.239
4. C -1.436
5. C 0.741
6. N 0.248
7. C 0.614
8. C -0.467
9. C -0.880
10. C -0.472
11. C -1.072
12. C 0.567
13. N -0.069
14. C 0.136
15. N 0.255
16. C 0.033
17. C -0.402
18. C -0.724
19. C -0.454
20. C -1.050
21. C 0.643
22. N -0.077
23. H 0.326
24. H 0.563
25. H 0.292
26. H 0.429
27. H 0.364
28. H 0.219
29. H 0.431
30. H 0.396
31. H 0.410
32. H 0.240
33. H 0.390
34. H 0.428
35. H 0.395
36. H 0.417
37. H 0.218
38. Se -0.365
39. Se -0.087
40. Se -0.079
41. Se -0.511
42. C -0.954
43. C -0.292
44. N 0.207
45. C -0.174
46. C 0.317
47. C -0.294
48. C -0.910
49. C -0.604
50. C 1.022
51. C -0.665
52. C -0.193
53. N -0.534
54. C -0.250
55. N -0.314
56. H 0.426
57. H 0.411
58. H 0.369
59. H 0.517
60. H 0.429
61. H 0.307
62. H 0.363
63. H 0.408
64. H 0.487



Entry 5:
The following is a quantum chemistry calculation of a molecular structure, C27H24BrCrF4N2O3PSi in a non-equilibrium geometry, from OMol25.

## Properties
total charge	+1
multiplicity	2
HOMO-LUMO gap (alpha / beta)	7.9 / 8.4	eV
LUMO (alpha / beta)	-4.052 / -3.679	eV
HOMO (alpha / beta)	-11.913 / -12.032	eV

Element x y z (Å)
Cr -0.997 -0.616 -0.039
O -2.375 0.524 0.700
N -3.579 0.095 0.695
N -3.699 -1.063 0.191
O -2.617 -1.656 -0.275
C -4.917 -1.758 0.135
C -6.126 -1.071 0.191
C -7.300 -1.798 0.134
C -7.265 -3.182 0.037
C -6.055 -3.856 -0.013
C -4.870 -3.146 0.026
H -6.129 0.005 0.258
H -8.246 -1.283 0.157
H -8.187 -3.736 -0.008
H -6.029 -4.931 -0.083
H -3.910 -3.639 -0.021
F 4.406 -5.417 0.099
C 3.742 -4.271 0.119
C 4.416 -3.068 0.331
F 5.732 -3.059 0.497
C 3.703 -1.873 0.364
F 4.368 -0.737 0.587
C 2.330 -1.824 0.166
P 1.281 -0.169 0.095
C 2.047 0.424 -1.447
C 1.294 0.250 -2.607
C 1.750 0.739 -3.816
C 2.965 1.406 -3.873
C 3.721 1.569 -2.724
C 3.271 1.080 -1.508
C 1.965 0.559 1.597
C 2.005 -0.243 2.734
C 2.517 0.261 3.915
C 2.955 1.576 3.974
C 2.872 2.388 2.854
C 2.384 1.882 1.663
C 1.699 -3.032 -0.072
Br -0.187 -2.995 -0.444
C 2.362 -4.252 -0.080
F 1.692 -5.380 -0.281
H 0.331 -0.256 -2.544
H 1.155 0.606 -4.705
H 3.320 1.797 -4.814
H 4.665 2.091 -2.764
H 3.868 1.221 -0.620
H 1.629 -1.258 2.684
H 2.573 -0.372 4.787
H 3.359 1.971 4.893
H 3.189 3.420 2.904
H 2.322 2.505 0.787
C -0.972 3.334 1.507
Si -0.564 2.729 -0.258
C 0.852 3.721 -1.069
C -2.004 2.622 -1.514
O -0.053 1.143 -0.072
H -1.264 4.378 1.513
H -0.105 3.232 2.157
H -1.781 2.753 1.941
H 0.435 4.625 -1.495
H 1.351 3.177 -1.866
H 1.602 4.038 -0.351
H -2.254 3.609 -1.887
H -2.905 2.207 -1.072
H -1.730 2.006 -2.371

The net atomic charges from Mulliken, expressed in e, are:
1. Cr 0.165
2. O -0.367
3. N -0.544
4. N 1.126
5. O -0.678
6. C 0.345
7. C -0.337
8. C -0.563
9. C -0.469
10. C -0.576
11. C -0.340
12. H 0.470
13. H 0.391
14. H 0.400
15. H 0.396
16. H 0.398
17. F -0.264
18. C 0.524
19. C 0.228
20. F -0.269
21. C 0.404
22. F -0.387
23. C -0.832
24. P 0.731
25. C 1.210
26. C -0.376
27. C -0.757
28. C -0.603
29. C -0.905
30. C -0.057
31. C 0.736
32. C -0.310
33. C -0.792
34. C -0.638
35. C -0.848
36. C -0.371
37. C 0.444
38. Br -0.065
39. C 0.338
40. F -0.300
41. H 0.194
42. H 0.455
43. H 0.415
44. H 0.443
45. H 0.370
46. H 0.416
47. H 0.461
48. H 0.430
49. H 0.480
50. H 0.050
51. C -1.111
52. Si 0.498
53. C -1.092
54. C -1.172
55. O 0.298
56. H 0.449
57. H 0.271
58. H 0.288
59. H 0.573
60. H 0.275
61. H 0.346
62. H 0.450
63. H 0.231
64. H 0.327



Entry 6:
The following is a quantum chemistry calculation of a molecular structure, C27H24InN7O2S in a non-equilibrium geometry, from OMol25.

## Properties
HOMO-LUMO gap	5.7	eV
energy above the lowest of the compared OMol25 structures with the same formula, charge and spin	1.190	eV
LUMO	-1.333	eV
HOMO	-7.007	eV

Element x y z (Å)
In -0.650 -0.353 0.139
N 3.277 -2.804 -1.270
C 2.391 -1.873 -0.852
S 1.935 -1.815 0.845
N 1.776 -1.203 -1.852
N 0.988 -0.214 -1.488
C 1.148 1.040 -2.093
C 2.017 1.189 -3.243
C 2.069 0.137 -4.233
C 2.926 0.236 -5.305
C 3.762 1.353 -5.439
C 3.692 2.365 -4.520
C 2.881 2.256 -3.409
C 0.527 2.102 -1.354
C 0.587 3.448 -1.801
C 0.111 4.443 -0.955
C -0.539 4.106 0.209
C -0.717 2.808 0.545
N -0.128 1.813 -0.177
H 3.761 -3.352 -0.569
H 3.605 -2.769 -2.243
H 1.452 -0.729 -4.018
H 3.060 -0.559 -6.023
H 4.412 1.387 -6.274
H 4.327 3.260 -4.673
H 3.017 3.004 -2.631
H 0.895 3.666 -2.837
H 0.225 5.493 -1.224
H -0.908 4.894 0.902
H -1.364 2.471 1.366
N -2.367 -0.822 -1.410
C -3.562 0.006 -1.040
C -3.527 0.490 0.392
O -4.615 0.880 0.893
O -2.386 0.460 1.083
H -2.147 -0.710 -2.423
H -2.619 -1.793 -1.255
H -4.446 -0.558 -1.253
H -3.589 0.894 -1.721
C -1.034 1.897 5.854
C -1.644 0.656 5.985
C -1.317 -0.356 5.131
C -0.505 -0.085 3.987
C 0.164 1.113 3.888
C -0.104 2.083 4.857
N -0.542 -1.020 2.956
N -1.156 -2.101 3.114
C -1.164 -2.949 2.049
C -1.526 -4.296 2.310
C -1.392 -5.231 1.312
C -0.941 -4.855 0.082
C -0.669 -3.497 -0.189
C -0.789 -2.493 0.751
H -1.350 2.742 6.482
H -2.346 0.538 6.835
H -1.663 -1.386 5.171
H 0.881 1.300 3.074
H 0.362 3.035 4.726
H -1.900 -4.570 3.283
H -1.573 -6.306 1.462
H -0.749 -5.575 -0.682
H -0.323 -3.293 -1.226

The net atomic charges from Mulliken, expressed in e, are:
1. In 1.817
2. N -0.412
3. C 0.299
4. S -0.386
5. N -1.225
6. N 0.806
7. C -0.019
8. C 0.384
9. C -0.358
10. C -0.680
11. C -0.443
12. C -0.707
13. C -0.411
14. C 0.670
15. C -1.035
16. C -0.381
17. C -1.017
18. C -0.076
19. N -0.134
20. H 0.244
21. H 0.227
22. H 0.395
23. H 0.384
24. H 0.434
25. H 0.332
26. H 0.581
27. H 0.651
28. H 0.431
29. H 0.363
30. H 0.664
31. N -0.505
32. C -0.528
33. C 0.532
34. O -0.725
35. O -0.700
36. H 0.214
37. H 0.307
38. H 0.396
39. H 0.238
40. C -0.444
41. C -0.418
42. C -0.446
43. C 0.046
44. C -0.200
45. C -0.533
46. N 0.366
47. N -0.492
48. C 0.119
49. C -0.426
50. C -0.429
51. C -0.966
52. C -0.066
53. C -0.198
54. H 0.349
55. H 0.329
56. H 0.434
57. H 0.492
58. H 0.378
59. H 0.496
60. H 0.315
61. H 0.451
62. H 0.216